A molecular structure, C8H9F6N4O4S2Zn at a distorted geometry, computed with ωB97M-V/def2-TZVPD.

Results
net charge = +1
LUMO energy = -7.53 eV
HOMO energy = -12.9 eV

Each line ends with the Mulliken charge.
CARTESIAN COORDINATES (ANGSTROEM)
Zn: 4.230 -14.184 -16.359  0.37
C: 0.952 -12.109 -16.168  0.71
F: 0.264 -13.149 -16.627  -0.21
F: 0.223 -11.032 -16.315  -0.19
F: 1.322 -12.314 -14.922  -0.21
S: 2.490 -11.935 -17.268  1.20
O: 2.218 -11.167 -18.421  -0.49
O: 3.542 -11.512 -16.373  -0.73
N: 2.875 -13.564 -17.526  0.21
S: 2.047 -14.243 -18.787  0.65
O: 1.972 -15.641 -18.473  -0.57
O: 0.847 -13.623 -19.216  -0.46
C: 3.240 -14.183 -20.250  0.71
F: 3.008 -13.116 -20.979  -0.19
F: 4.492 -14.173 -19.761  -0.26
F: 3.088 -15.270 -20.972  -0.16
C: -1.017 -15.737 -15.719  0.02
C: -1.240 -16.250 -17.067  0.28
N: -1.397 -16.660 -18.123  -0.38
H: -1.315 -14.716 -15.529  0.26
H: 0.082 -15.782 -15.681  -0.58
H: -1.282 -16.453 -14.944  0.38
C: -0.075 -16.268 -21.514  -0.29
C: -1.444 -15.858 -21.834  0.22
N: -2.492 -15.493 -22.113  -0.40
H: 0.468 -15.325 -21.499  -0.08
H: 0.332 -17.014 -22.189  0.38
H: -0.092 -16.717 -20.520  0.19
C: 1.781 -16.928 -13.565  -0.91
C: 2.416 -16.083 -14.558  0.58
N: 2.904 -15.459 -15.378  -0.04
H: 1.532 -16.276 -12.724  0.33
H: 2.495 -17.674 -13.221  0.35
H: 0.872 -17.387 -13.943  0.31

---

A molecular structure, C23H37O2Sn at a distorted geometry, computed with ωB97M-V/def2-TZVPD.

Results
net charge = +1
LUMO energy (alpha / beta) = -4.88 / -4.90 eV
HOMO energy (alpha / beta) = -10.7 / -10.6 eV

Each line ends with the Mulliken charge.
CARTESIAN COORDINATES (ANGSTROEM)
O: 0.184 3.223 -1.640  -0.20
C: 0.731 3.949 -2.775  -0.48
C: -0.642 4.565 -3.126  -0.99
H: 1.167 3.249 -3.519  0.24
H: 1.474 4.684 -2.446  0.28
C: -1.174 3.626 -2.003  1.81
H: -1.042 4.292 -4.103  0.32
H: -0.790 5.618 -2.892  0.36
C: -1.932 2.481 -2.672  -1.64
H: -1.503 2.271 -3.660  0.46
H: -2.970 2.785 -2.816  0.47
H: -1.928 1.555 -2.106  0.09
C: -1.844 4.354 -0.854  -1.64
H: -1.109 5.022 -0.407  0.43
H: -2.202 3.675 -0.088  0.12
H: -2.674 4.950 -1.246  0.47
Sn: 0.173 -1.303 0.501  0.97
C: 0.276 2.032 2.945  -0.86
C: 1.246 0.994 3.005  -0.30
C: 1.806 0.847 1.691  -1.34
H: 1.523 0.426 3.888  0.49
C: 1.169 1.802 0.843  -0.12
C: 0.272 2.575 1.634  -0.34
H: -0.284 3.454 1.315  0.56
H: -0.349 2.374 3.783  0.56
H: 2.605 0.164 1.396  0.86
H: 1.372 1.924 -0.221  0.70
C: -2.195 -0.620 3.762  -0.71
C: -2.519 0.676 3.250  -0.69
C: -2.727 0.574 1.855  -0.13
H: -2.613 1.585 3.843  0.60
C: -2.512 -0.791 1.472  -1.04
C: -2.147 -1.513 2.651  -0.55
H: -1.887 -2.569 2.706  0.82
H: -2.006 -0.880 4.795  0.46
H: -3.009 1.385 1.183  0.45
H: -2.608 -1.201 0.467  0.86
O: 0.146 -1.301 -1.919  -0.30
C: -0.400 -0.835 -3.227  -0.13
C: 0.218 -1.679 -4.348  -0.54
H: -0.162 0.239 -3.360  -0.11
H: -1.502 -0.917 -3.209  0.31
C: 1.127 -2.691 -3.657  -0.73
H: 0.781 -1.020 -5.018  0.27
H: -0.557 -2.153 -4.963  0.31
C: 1.010 -2.460 -2.143  -0.35
H: 2.151 -2.553 -4.003  0.28
H: 0.845 -3.714 -3.910  0.30
H: 1.977 -2.253 -1.669  0.33
H: 0.525 -3.306 -1.638  0.38
C: 3.038 -4.351 2.500  -1.68
C: 1.684 -3.738 2.093  1.01
C: 0.644 -3.878 3.203  -1.10
C: 1.859 -2.270 1.712  -1.51
H: 3.474 -3.827 3.363  0.36
H: 3.755 -4.288 1.671  0.39
H: 2.933 -5.406 2.775  0.43
H: 1.319 -4.281 1.208  0.16
H: 1.125 -4.008 4.179  0.37
H: -0.017 -3.005 3.295  0.00
H: -0.003 -4.752 3.050  0.34
H: 2.673 -2.130 1.002  0.62
H: 2.024 -1.653 2.606  0.26

---

4 unconnected molecules or ions with the total composition C31H71BO2P at a distorted geometry, computed with ωB97M-V/def2-TZVPD.

Results
net charge = -1
LUMO energy = 1.95 eV
HOMO energy = -3.0 eV

Each line ends with the Mulliken charge.
CARTESIAN COORDINATES (ANGSTROEM)
C: -7.055 4.076 -3.899  -1.15
C: -7.220 2.593 -4.587  0.60
C: -7.281 2.594 -6.225  -0.67
C: -6.934 1.076 -6.794  -0.59
C: -7.816 -0.118 -6.092  -0.32
C: -6.928 -1.361 -5.489  -0.85
C: -5.761 -0.923 -4.422  0.10
B: -6.272 -0.905 -2.835  1.05
P: -4.663 -0.861 -1.753  -0.59
C: -3.116 -0.446 -2.792  -0.42
C: -3.016 1.186 -3.136  -0.51
C: -4.765 0.590 -0.459  0.37
C: -5.799 0.279 0.775  -0.70
O: -6.987 0.292 -2.333  -0.53
C: -8.284 0.004 -1.645  -0.34
C: -8.617 -1.408 -2.457  -0.21
O: -7.254 -2.000 -2.517  -0.56
H: -7.870 4.851 -4.232  0.30
H: -7.141 3.902 -2.721  0.27
H: -5.944 4.443 -4.073  0.26
H: -8.191 2.109 -4.090  0.02
H: -6.303 1.906 -4.280  -0.29
H: -8.316 2.914 -6.682  0.27
H: -6.443 3.318 -6.621  0.26
H: -5.758 0.874 -6.775  0.24
H: -7.215 1.097 -7.953  0.30
H: -8.555 0.237 -5.257  0.08
H: -8.494 -0.585 -6.956  0.34
H: -6.359 -1.840 -6.423  0.38
H: -7.640 -2.218 -5.094  0.24
H: -4.937 -1.786 -4.465  0.10
H: -5.188 0.071 -4.711  -0.31
H: -2.171 -0.735 -2.123  0.17
H: -3.000 -1.049 -3.787  0.38
H: -2.109 1.413 -3.842  0.32
H: -2.855 1.790 -2.137  0.11
H: -3.979 1.599 -3.663  -0.03
H: -5.057 1.602 -0.971  0.27
H: -3.685 0.692 0.022  -0.57
H: -6.406 -0.717 0.649  0.15
H: -6.549 1.203 0.864  0.17
H: -5.166 0.315 1.786  0.24
H: -9.051 0.895 -1.783  0.17
H: -8.248 -0.366 -0.531  0.15
H: -9.495 -2.084 -2.074  0.30
H: -9.069 -0.976 -3.466  -0.01
C: 2.568 0.393 0.058  -0.91
C: 1.138 -0.124 0.070  -0.68
C: 0.097 0.966 -0.203  0.14
C: 0.047 2.100 0.827  -0.87
C: -0.212 1.664 2.272  -0.32
C: -1.560 0.987 2.465  -1.17
H: 2.737 1.130 0.849  0.12
H: 3.267 -0.433 0.220  0.39
H: 2.807 0.856 -0.904  0.31
H: 0.931 -0.619 1.024  0.28
H: 1.040 -0.895 -0.704  0.41
H: -0.892 0.496 -0.275  -0.36
H: 0.292 1.405 -1.189  0.45
H: -0.737 2.806 0.525  0.39
H: 0.986 2.664 0.794  0.35
H: -0.176 2.553 2.914  0.37
H: 0.586 1.002 2.622  0.17
H: -2.376 1.649 2.160  0.25
H: -1.706 0.733 3.519  0.43
H: -1.632 0.060 1.888  0.28
C: 5.612 0.562 3.225  -0.78
C: 6.360 1.884 3.162  -0.49
C: 6.111 2.661 1.866  -0.74
C: 6.569 1.960 0.581  -0.36
C: 8.051 1.582 0.532  -0.42
C: 8.983 2.782 0.601  -1.24
H: 5.935 -0.123 2.435  0.11
H: 5.796 0.072 4.186  0.33
H: 4.533 0.720 3.126  0.24
H: 7.431 1.710 3.303  0.25
H: 6.037 2.508 4.005  0.36
H: 6.603 3.638 1.942  0.34
H: 5.038 2.872 1.779  0.33
H: 6.343 2.617 -0.269  0.39
H: 5.971 1.055 0.427  0.12
H: 8.242 1.048 -0.407  0.39
H: 8.296 0.881 1.337  0.19
H: 8.784 3.478 -0.221  0.29
H: 10.024 2.455 0.523  0.39
H: 8.875 3.323 1.545  0.29
C: 6.622 -4.903 7.575  -1.18
C: 6.548 -5.445 6.157  -0.34
C: 7.813 -5.174 5.337  -0.78
C: 8.145 -3.695 5.110  -0.82
C: 7.051 -2.874 4.423  -0.03
C: 6.728 -3.357 3.017  -1.20
H: 6.722 -3.814 7.587  0.28
H: 5.710 -5.159 8.123  0.37
H: 7.473 -5.334 8.113  0.29
H: 5.670 -5.034 5.649  0.25
H: 6.395 -6.530 6.205  0.36
H: 7.719 -5.678 4.368  0.31
H: 8.668 -5.645 5.838  0.39
H: 9.062 -3.635 4.509  0.40
H: 8.386 -3.223 6.070  0.33
H: 7.385 -1.831 4.362  0.17
H: 6.138 -2.867 5.028  0.26
H: 7.619 -3.332 2.382  0.28
H: 5.969 -2.712 2.563  0.31
H: 6.334 -4.378 3.022  0.35

---

A molecular structure, C7H10Cl15CuO at a distorted geometry, computed with ωB97M-V/def2-TZVPD.

Results
net charge = 0
LUMO energy = -0.36 eV
HOMO energy = -9.1 eV

Each line ends with the Mulliken charge.
CARTESIAN COORDINATES (ANGSTROEM)
Cu: 14.137 8.253 7.017  -0.02
C: 12.600 9.734 9.498  -1.33
C: 12.078 10.117 8.201  0.40
O: 13.074 9.909 7.146  -0.29
H: 12.918 8.661 9.410  0.18
H: 11.825 9.670 10.272  0.42
H: 13.387 10.304 9.929  0.21
H: 11.873 11.192 8.279  0.34
H: 11.083 9.663 7.932  -0.02
C: 15.344 11.662 8.098  1.34
Cl: 14.295 12.835 7.393  -0.11
Cl: 15.635 12.000 9.759  -0.17
Cl: 16.845 11.519 7.238  -0.14
H: 14.711 10.764 8.085  -0.90
C: 11.282 11.630 5.457  1.17
Cl: 11.224 11.016 3.815  -0.15
Cl: 9.763 11.276 6.291  -0.19
Cl: 11.505 13.402 5.465  -0.17
H: 12.143 11.282 6.000  -0.79
C: 7.556 8.901 7.973  0.57
Cl: 8.209 7.292 8.024  -0.10
Cl: 6.641 9.223 9.384  -0.14
Cl: 6.510 9.095 6.551  -0.15
H: 8.219 9.753 7.846  -0.20
C: 15.526 8.482 4.437  0.66
Cl: 16.274 7.951 5.991  -0.10
Cl: 15.931 7.347 3.132  -0.11
Cl: 15.975 10.120 3.933  -0.08
H: 14.464 8.462 4.669  -0.22
C: 12.022 6.546 5.707  0.75
Cl: 13.711 5.941 6.125  -0.08
Cl: 10.779 5.384 6.116  -0.11
Cl: 12.020 7.110 4.069  -0.08
H: 11.853 7.429 6.263  -0.40

---

Molecular weight? In order: 468.70; 464.26; 517.69; 705.50 u.
Energy above the lowest of the compared OMol25 structures with the same formula, charge and spin? In order: 0.000; 0.195; 6.467; 0.029 eV.